No. 1
ORCA calculation (ωB97M-V/def2-TZVPD) on a structure of composition C18H24ClN6O2Pt at a distorted geometry.

- molar mass (g mol⁻¹) = 587.0
- HOMO-LUMO gap (hartree) = 0.2080
- DFT total energy (eV) = -47828.7183
- charge = +3
- spin multiplicity = 1
- HOMO level (Eh) = -0.67167

Each line ends with the Löwdin charge.
Atoms and positions in Å:
Pt  1.120  -1.754  0.077  1.3342
O  3.855  4.081  -1.844  -0.0210
C  4.336  3.475  -0.678  -0.1785
C  3.564  2.214  -0.461  -0.0906
C  3.758  1.437  0.687  0.0602
C  3.046  0.277  0.841  -0.0660
N  2.151  -0.102  -0.095  -0.0781
C  1.947  0.621  -1.230  -0.1440
C  2.643  1.786  -1.419  0.1163
C  0.981  0.045  -2.152  -0.1704
C  0.722  0.477  -3.425  0.1156
C  -0.214  -0.206  -4.210  -0.0939
C  -0.498  0.256  -5.602  -0.1793
O  0.375  1.311  -5.898  -0.0241
C  -0.859  -1.320  -3.670  0.0593
C  -0.556  -1.720  -2.391  -0.0456
N  0.337  -1.034  -1.652  -0.0664
H  4.314  4.912  -2.014  0.1295
H  4.233  4.109  0.211  0.1578
H  5.399  3.210  -0.742  0.1615
H  4.464  1.730  1.454  0.1542
H  3.171  -0.364  1.702  0.0989
H  2.497  2.383  -2.309  0.1447
H  1.239  1.328  -3.848  0.1423
H  -1.553  0.554  -5.649  0.1593
H  -0.393  -0.595  -6.286  0.1572
H  0.282  1.584  -6.818  0.1277
H  -1.591  -1.879  -4.240  0.1532
H  -1.040  -2.569  -1.927  0.1342
Cl  2.965  -3.074  1.526  0.8456
C  2.113  -3.552  0.173  -0.5958
H  1.340  -4.302  0.372  0.0780
H  2.699  -3.664  -0.732  0.0625
C  -5.021  -0.731  3.008  -0.0580
C  -3.938  -0.168  3.927  -0.4029
C  -3.363  1.154  3.425  -0.0663
C  -2.843  -1.190  4.244  -0.0609
N  -1.865  -1.340  3.132  -0.0498
C  -0.652  -0.811  3.008  -0.0700
N  -0.187  -1.190  1.831  -0.1075
N  -1.136  -1.964  1.272  -0.0592
N  -2.147  -2.070  2.045  0.1390
H  -5.743  0.044  2.757  0.0926
H  -5.553  -1.554  3.485  0.0922
H  -4.607  -1.120  2.074  0.0658
H  -4.398  0.028  4.897  0.1497
H  -2.924  1.053  2.425  0.0741
H  -2.609  1.560  4.106  0.0848
H  -4.158  1.892  3.341  0.0952
H  -3.268  -2.175  4.418  0.1427
H  -2.270  -0.891  5.119  0.1402
H  -0.165  -0.185  3.739  0.1602

No. 2
ORCA calculation (ωB97M-V/def2-TZVPD) on a structure of composition C20H40FeNP3S2 at a distorted geometry.

- molar mass (g mol⁻¹) = 507.4
- HOMO-LUMO gap (spin up / spin down) (hartree) = 0.2378 / 0.1944
- DFT total energy (eV) = -106773.7587
- charge = +3
- spin multiplicity = 6
- HOMO level (spin up / spin down) (Eh) = -0.59964 / -0.63628

Each line ends with the Löwdin spin population.
Atoms and positions in Å:
Fe  -0.005  1.154  -0.092  3.5400
P  0.917  0.515  -2.181  0.0673
P  1.706  -0.535  1.070  0.0934
P  -2.202  1.667  -1.374  0.0465
H  2.437  1.833  2.568  0.0019
C  1.662  2.386  2.020  0.0630
C  0.328  2.097  2.182  -0.0069
H  0.001  1.227  2.779  0.0005
C  2.014  1.923  -2.513  0.0191
C  2.012  -0.942  -2.396  0.0094
C  -0.068  0.299  -3.697  0.0116
C  1.506  -0.903  2.867  0.0153
C  1.930  -2.304  0.600  0.0139
C  3.438  0.082  0.866  0.0103
C  -3.430  2.335  -0.189  0.0149
C  -3.147  0.276  -2.081  0.0044
C  -2.281  2.836  -2.824  0.0160
H  1.956  3.360  1.576  0.0036
H  -0.400  2.931  2.199  -0.0007
H  2.541  1.735  -3.461  0.0038
H  2.751  2.030  -1.701  0.0011
H  1.420  2.845  -2.589  0.0027
H  2.366  -0.955  -3.437  0.0020
H  1.463  -1.877  -2.221  0.0003
H  2.885  -0.880  -1.739  -0.0001
H  0.655  0.131  -4.507  0.0021
H  -0.667  1.187  -3.919  0.0000
H  -0.709  -0.588  -3.606  0.0001
H  2.380  -1.486  3.180  0.0032
H  0.608  -1.516  3.031  0.0001
H  1.430  -0.031  3.519  0.0001
H  2.426  -2.774  1.471  0.0032
H  2.566  -2.420  -0.291  0.0000
H  0.969  -2.811  0.431  0.0006
H  4.076  -0.391  1.617  0.0019
H  3.470  1.172  0.965  0.0006
H  3.807  -0.170  -0.134  0.0000
H  -4.398  2.419  -0.714  0.0026
H  -3.114  3.310  0.188  0.0011
H  -3.500  1.648  0.687  0.0002
H  -4.211  0.557  -2.086  0.0010
H  -3.013  -0.658  -1.511  0.0002
H  -2.789  0.097  -3.098  0.0000
H  -2.980  3.642  -2.544  0.0014
H  -2.663  2.331  -3.737  0.0017
H  -1.298  3.292  -3.072  0.0026
C  -0.422  5.656  0.254  0.1752
C  -0.004  6.912  -0.303  0.1017
C  -0.188  8.086  0.444  0.0133
C  -0.754  8.025  1.729  0.2118
C  -1.087  6.793  2.294  0.0385
C  -0.927  5.619  1.569  0.0777
S  -0.253  4.217  -0.716  0.3197
H  -0.369  2.776  0.075  0.0022
H  0.551  6.919  -1.251  0.0014
H  0.135  9.078  0.138  -0.0015
H  -0.869  8.949  2.306  0.0080
H  -1.429  6.680  3.333  -0.0009
H  -1.103  4.657  2.075  0.0008
S  -2.428  -2.637  -0.262  0.0061
C  -2.839  -1.798  1.198  0.0050
C  -1.979  -0.768  1.476  0.0070
N  -1.020  -0.612  0.469  0.0691
C  -1.048  -1.632  -0.425  0.0080
H  -3.726  -2.045  1.755  0.0005
H  -1.969  -0.078  2.336  0.0003
H  -0.357  -1.760  -1.256  0.0004

No. 3
ORCA calculation (ωB97M-V/def2-TZVPD) on a structure of composition C36H30N6O12 at a distorted geometry.

- molar mass (g mol⁻¹) = 738.7
- HOMO-LUMO gap (hartree) = 0.2485
- DFT total energy (eV) = -71282.0983
- spin multiplicity = 1
- HOMO level (Eh) = -0.31321

Each line ends with the Löwdin charge.
Atoms and positions in Å:
C  -0.065  0.165  -3.227  -0.1984
C  -1.328  0.285  -3.820  0.0264
C  -1.882  1.551  -4.060  0.0012
C  -1.200  2.729  -3.796  -0.1188
C  0.078  2.579  -3.305  0.0564
C  0.665  1.323  -2.941  -0.1532
N  -1.725  4.120  -4.006  -0.3711
O  -0.934  4.983  -4.226  0.0966
O  -2.881  4.233  -4.262  0.1013
H  0.362  -0.818  -3.092  0.0329
H  -1.852  -0.581  -4.195  0.1231
H  -2.850  1.567  -4.538  0.1165
H  0.630  3.456  -3.001  0.1274
H  1.698  1.275  -2.632  0.1520
C  -1.207  -2.498  0.887  -0.1467
C  -1.075  -3.769  1.373  -0.1638
C  -2.152  -4.631  1.470  0.0367
C  -3.479  -4.075  1.232  -0.0803
C  -3.599  -2.763  0.699  0.0183
C  -2.445  -2.009  0.500  -0.0009
N  -4.654  -4.959  1.448  -0.3371
O  -4.472  -6.167  1.549  0.0738
O  -5.753  -4.379  1.518  0.0605
H  -0.380  -1.811  0.988  -0.0186
H  -0.166  -4.285  1.644  0.1361
H  -1.953  -5.644  1.788  0.1227
H  -4.569  -2.329  0.505  0.1180
H  -2.741  -1.000  0.255  0.1260
C  0.287  -3.738  4.670  -0.0436
C  0.933  -3.049  5.672  -0.0561
C  1.076  -1.698  5.553  -0.0037
C  0.693  -0.991  4.428  -0.1063
C  0.018  -1.678  3.461  -0.0149
C  -0.231  -3.048  3.614  -0.0496
N  1.064  0.426  4.242  -0.3642
O  0.370  1.068  3.480  0.0602
O  1.907  0.945  4.899  0.1327
H  0.111  -4.803  4.628  0.1191
H  1.286  -3.574  6.548  0.1152
H  1.692  -1.148  6.250  0.1232
H  -0.277  -1.217  2.530  0.0920
H  -0.806  -3.572  2.865  0.0331
C  1.888  -1.169  -2.607  -0.1243
C  1.643  -0.900  -3.959  -0.0730
C  0.857  -1.804  -4.675  0.0147
C  0.339  -3.000  -4.109  -0.1151
C  0.556  -3.192  -2.767  0.0348
C  1.392  -2.326  -2.083  -0.1031
N  -0.441  -3.984  -4.839  -0.3671
O  -0.464  -3.888  -6.070  0.0727
O  -1.134  -4.734  -4.272  0.1267
H  2.499  -0.506  -2.013  0.1632
H  2.027  -0.031  -4.474  0.1555
H  0.708  -1.666  -5.736  0.1317
H  0.105  -4.090  -2.372  0.1312
H  1.824  -2.568  -1.123  0.1485
C  2.678  6.612  1.646  -0.0705
C  1.473  7.299  1.876  -0.0657
C  0.286  6.548  1.793  -0.0091
C  0.376  5.203  1.466  -0.0798
C  1.588  4.530  1.232  -0.1001
C  2.767  5.249  1.390  -0.0227
N  -0.901  4.416  1.332  -0.3251
O  -0.883  3.220  1.184  0.0834
O  -1.945  5.033  1.549  0.0538
H  3.577  7.182  1.828  0.0979
H  1.454  8.340  2.164  0.0978
H  -0.685  7.020  1.750  0.1115
H  1.661  3.456  1.144  -0.1872
H  3.685  4.697  1.254  0.1160
C  0.451  -1.444  -0.190  -0.1446
C  0.478  -0.557  -1.229  -0.0999
C  0.805  0.775  -0.934  0.0388
C  1.368  1.167  0.293  -0.0068
C  1.388  0.168  1.277  0.0603
C  0.899  -1.119  1.064  -0.0985
N  1.820  2.548  0.563  -0.3179
O  1.633  3.369  -0.278  0.2027
O  2.465  2.786  1.576  0.2044
H  0.103  -2.458  -0.324  0.1106
H  0.160  -0.688  -2.253  -0.0130
H  0.859  1.464  -1.764  -0.0045
H  1.573  0.482  2.294  0.0852
H  0.873  -1.910  1.799  0.1123

No. 4
ORCA calculation (ωB97M-V/def2-TZVPD) on an isolated molecule of C2H3Cl2N at a distorted geometry.

- molar mass (g mol⁻¹) = 112.0
- HOMO-LUMO gap (spin up / spin down) (hartree) = 0.3270 / 0.2968
- DFT total energy (eV) = -28653.2552
- spin multiplicity = 1
- HOMO level (spin up / spin down) (Eh) = -0.33549 / -0.30918

Each line ends with the Löwdin charge.
Atoms and positions in Å:
C  0.012  0.545  -0.456  -0.3924
C  -0.763  -0.170  0.622  -0.5740
N  0.921  -0.615  -0.682  -0.4664
Cl  -2.089  -0.928  -0.015  0.7043
Cl  2.315  -0.684  0.245  0.5419
H  -0.488  0.616  -1.313  0.0429
H  0.621  1.326  -0.048  0.0842
H  -0.528  -0.090  1.647  0.0595

No. 5
ORCA calculation (ωB97M-V/def2-TZVPD) on a structure of composition C35H43BrFIN7PReS at a distorted geometry.

- molar mass (g mol⁻¹) = 1036.8
- HOMO-LUMO gap (spin up / spin down) (hartree) = 0.2088 / 0.2277
- DFT total energy (eV) = -150528.8168
- charge = +2
- spin multiplicity = 2
- HOMO level (spin up / spin down) (Eh) = -0.47288 / -0.47289

Each line ends with the Löwdin spin population.
Atoms and positions in Å:
Re  0.011  -0.473  -0.216  0.9065
C  -3.655  -0.686  2.124  -0.0016
C  -3.476  0.297  3.098  0.0087
C  -2.220  0.815  3.291  -0.0014
C  -1.145  0.391  2.502  0.0050
N  -1.350  -0.482  1.478  -0.0035
C  -2.582  -1.032  1.350  0.0085
N  0.095  0.854  2.905  -0.0168
C  1.203  0.487  2.394  0.0082
N  1.382  -0.251  1.223  -0.0297
C  2.696  -0.685  1.160  0.0027
N  3.165  -1.573  0.364  -0.0121
C  2.365  -2.432  -0.356  0.0120
C  3.026  -3.513  -0.955  -0.0055
C  2.321  -4.519  -1.564  0.0122
C  0.923  -4.464  -1.555  -0.0033
C  0.324  -3.374  -0.998  0.0203
N  1.005  -2.333  -0.448  0.0214
C  3.450  -0.009  2.231  -0.0006
C  4.782  -0.076  2.583  0.0006
C  5.181  0.659  3.696  0.0010
C  4.265  1.405  4.437  0.0008
C  2.916  1.437  4.097  0.0016
C  2.533  0.724  2.979  0.0019
H  -4.610  -1.167  1.969  -0.0002
H  -4.304  0.621  3.714  0.0004
H  -2.002  1.536  4.066  -0.0002
H  -2.676  -1.790  0.592  0.0012
H  4.103  -3.527  -0.878  -0.0004
H  2.837  -5.356  -2.015  0.0007
H  0.317  -5.253  -1.976  -0.0003
H  -0.744  -3.290  -0.966  0.0041
H  5.485  -0.674  2.017  0.0000
H  6.220  0.643  4.000  0.0000
H  4.608  1.955  5.303  0.0000
H  2.194  1.991  4.682  0.0001
C  -2.819  -3.615  -2.392  -0.0001
C  -3.169  -2.181  -1.976  -0.0013
P  -1.849  -0.883  -1.946  -0.0018
C  -2.818  0.690  -1.921  0.0060
C  -4.304  0.630  -2.282  0.0011
C  -1.159  -0.990  -3.636  -0.0052
C  -2.178  -1.032  -4.774  -0.0014
H  -3.716  -4.096  -2.780  0.0000
H  -2.483  -4.226  -1.557  0.0000
H  -2.064  -3.653  -3.180  0.0000
H  -3.713  -2.185  -1.033  0.0000
H  -3.865  -1.772  -2.706  -0.0003
H  -2.286  1.358  -2.604  0.0001
H  -2.697  1.119  -0.928  -0.0004
H  -4.482  0.281  -3.298  0.0000
H  -4.722  1.634  -2.205  0.0005
H  -4.865  -0.007  -1.597  0.0000
H  -0.499  -1.862  -3.664  -0.0001
H  -0.509  -0.122  -3.741  -0.0001
H  -2.821  -1.912  -4.730  0.0000
H  -1.653  -1.062  -5.728  -0.0005
H  -2.811  -0.144  -4.778  0.0000
C  0.604  5.029  -1.853  0.0000
C  1.852  4.244  -1.503  0.0002
N  1.534  2.805  -1.598  -0.0019
C  2.278  1.722  -1.494  -0.0056
S  1.548  0.183  -2.013  -0.0441
N  3.557  1.645  -1.151  -0.0023
C  4.544  2.645  -0.688  -0.0009
C  5.013  2.330  0.722  -0.0001
H  0.816  6.096  -1.798  0.0000
H  -0.200  4.810  -1.147  0.0000
H  0.269  4.804  -2.868  0.0000
H  2.169  4.488  -0.491  0.0000
H  2.655  4.475  -2.201  0.0000
H  0.554  2.601  -1.731  -0.0008
H  3.915  0.701  -1.193  -0.0001
H  4.119  3.631  -0.730  0.0000
H  5.381  2.617  -1.386  0.0000
H  4.178  2.354  1.427  0.0000
H  5.748  3.072  1.032  0.0000
H  5.487  1.348  0.772  0.0000
F  -0.554  1.355  -0.265  0.1175
Br  -2.739  5.667  1.086  0.0000
C  -1.187  6.642  1.556  0.0000
C  -1.287  8.026  1.589  0.0000
C  -0.188  8.793  1.941  0.0000
C  1.012  8.181  2.266  0.0000
C  1.115  6.799  2.238  0.0000
C  0.016  6.025  1.882  -0.0001
I  0.239  3.946  1.883  -0.0004
H  -2.231  8.495  1.346  0.0000
H  -0.277  9.870  1.968  0.0000
H  1.871  8.776  2.547  0.0000
H  2.047  6.319  2.506  0.0000

No. 6
ORCA calculation (ωB97M-V/def2-TZVPD) on an isolated molecule of C5H11F at a distorted geometry.

- molar mass (g mol⁻¹) = 90.1
- HOMO-LUMO gap (hartree) = 0.4235
- DFT total energy (eV) = -8080.0534
- spin multiplicity = 1
- HOMO level (Eh) = -0.38373
- SMILES string = CC(C)CCF

Each line ends with the Löwdin charge.
Atoms and positions in Å:
C  -0.610  1.696  -0.056  -0.0704
C  0.131  0.397  0.273  -0.4131
C  0.942  0.279  1.568  -0.0757
C  -0.573  -1.036  -0.057  -0.1249
C  -0.258  -1.369  -1.519  -0.2052
F  1.129  -1.490  -1.535  -0.0776
H  -1.181  1.654  -0.988  0.0774
H  0.154  2.433  -0.126  0.0600
H  -1.213  1.918  0.837  0.0782
H  0.884  0.332  -0.574  0.1168
H  1.505  -0.673  1.599  0.0885
H  1.656  1.121  1.543  0.0790
H  0.252  0.512  2.357  0.0659
H  -0.005  -1.749  0.491  0.0844
H  -1.555  -1.148  0.242  0.0801
H  -0.561  -0.551  -2.204  0.1189
H  -0.698  -2.328  -1.850  0.1175